ORCA calculation (ωB97M-V/def2-TZVPD) on the molecule C24H28N2O5.

Results
Energy above the lowest of the compared OMol25 structures with the same formula, charge and spin   22.8 kcal per mole
DFT total energy   -38561.768 eV
Highest occupied orbital energy   -8.05 eV
SMILES   COc1ccccc1NC(=O)c1ccc(NC(=O)COC(=O)CCC2CCCC2)cc1
Maximum force   0.7 eV Å⁻¹
Net charge   0

Bonds (Å) are listed after each position.
Geometry (Å):
1 C -3.844 1.269 -0.107  C7 1.493, N25 1.362, O43 1.216
2 C -8.417 -0.454 0.100  C15 1.388, C20 1.383, H53 1.079
3 C 5.315 0.912 -1.202  H21 1.089, H30 1.092, C35 1.533, C52 1.505
4 O -6.361 -1.759 0.347  C6 1.406, C20 1.376
5 H 8.206 0.121 -1.641  C56 1.092
6 C -7.109 -2.933 0.543  O4 1.406, H26 1.094, H48 1.094, H54 1.089
7 C -2.480 0.671 -0.016  C1 1.493, C9 1.394, C58 1.392
8 N 1.450 -0.732 0.314  C12 1.353, H24 1.020, C29 1.396
9 C -1.456 1.477 0.480  C7 1.394, H28 1.079, C39 1.377
10 H -8.655 2.868 -0.474  C50 1.079
11 O 1.414 -2.871 -0.498  C12 1.209
12 C 1.998 -1.918 -0.036  N8 1.353, O11 1.209, C27 1.542
13 C 8.473 1.291 1.091  H19 1.090, H31 1.089, C36 1.546, C37 1.531
14 C -6.823 1.792 -0.265  H16 1.077, C38 1.386, C50 1.385
15 C -8.996 0.788 -0.120  C2 1.388, H41 1.079, C50 1.380
16 H -6.195 2.656 -0.404  C14 1.077
17 H 10.172 -0.978 -0.744  C46 1.089
18 H 7.044 2.190 -1.119  C35 1.092
19 H 8.405 1.023 2.145  C13 1.090
20 C -7.040 -0.580 0.140  C2 1.383, O4 1.376, C38 1.410
21 H 5.704 0.208 -1.937  C3 1.089
22 H 6.002 2.266 0.311  C35 1.092
23 H 3.694 -1.707 1.298  C27 1.096
24 H 2.082 -0.034 0.704  N8 1.020
25 N -4.850 0.358 0.005  C1 1.362, C38 1.395, H47 1.011
26 H -7.726 -3.166 -0.330  C6 1.094
27 C 3.513 -1.967 0.249  C12 1.542, H23 1.096, H32 1.091, O44 1.427
28 H -1.696 2.485 0.781  C9 1.079
29 C 0.127 -0.306 0.179  N8 1.396, C39 1.395, C55 1.392
30 H 4.722 1.673 -1.714  C3 1.092
31 H 8.394 2.375 1.020  C13 1.089
32 H 3.872 -2.975 0.037  C27 1.091
33 H 10.110 1.425 -0.320  C37 1.091
34 H -0.653 -2.106 -0.677  C55 1.077
35 C 6.447 1.594 -0.425  C3 1.533, H18 1.092, H22 1.092, C36 1.529
36 C 7.350 0.590 0.293  C13 1.546, C35 1.529, C56 1.538, H57 1.094
37 C 9.792 0.783 0.504  C13 1.531, H33 1.091, C46 1.525, H59 1.089
38 C -6.230 0.559 -0.045  C14 1.386, C20 1.410, N25 1.395
39 C -0.170 0.995 0.586  C9 1.377, C29 1.395, H40 1.081
40 H 0.617 1.622 0.979  C39 1.081
41 H -10.072 0.870 -0.147  C15 1.079
42 H 7.521 -1.292 -0.828  C56 1.089
43 O -4.010 2.465 -0.250  C1 1.216
44 O 4.274 -1.104 -0.596  C27 1.427, C52 1.332
45 H -2.932 -1.254 -0.871  C58 1.081
46 C 9.438 -0.599 -0.035  H17 1.089, C37 1.525, H49 1.091, C56 1.526
47 H -4.599 -0.605 0.184  N25 1.011
48 H -7.745 -2.860 1.431  C6 1.094
49 H 9.352 -1.309 0.789  C46 1.091
50 C -8.204 1.903 -0.302  H10 1.079, C14 1.385, C15 1.380
51 O 3.841 0.678 0.691  C52 1.210
52 C 4.400 0.179 -0.259  C3 1.505, O44 1.332, O51 1.210
53 H -9.052 -1.314 0.240  C2 1.079
54 H -6.378 -3.727 0.689  C6 1.089
55 C -0.884 -1.108 -0.344  C29 1.392, H34 1.077, C58 1.382
56 C 8.072 -0.365 -0.673  H5 1.092, C36 1.538, H42 1.089, C46 1.526
57 H 6.729 0.008 0.981  C36 1.094
58 C -2.173 -0.620 -0.436  C7 1.392, H45 1.081, C55 1.382
59 H 10.591 0.757 1.243  C37 1.089


ORCA calculation (ωB97M-V/def2-TZVPD) on the ion C5H6N with charge +1 in a non-equilibrium geometry.

Results
Energy above the lowest of the compared OMol25 structures with the same formula, charge and spin   82.3 kcal per mole
DFT total energy   -6761.610 eV
Highest occupied orbital energy   -13.99 eV
SMILES   C=CC(=C)C#[NH+]
Maximum force   4.6 eV Å⁻¹
Net charge   +1

Bonds (Å) are listed after each position.
Geometry (Å):
1 H -2.126 0.782 -1.716  C5 0.997
2 H 1.051 1.666 0.158  C4 1.140
3 C 0.219 -0.426 0.378  C4 1.387, C6 1.402, C7 1.495
4 C 0.959 0.690 0.741  H2 1.140, C3 1.387, H11 1.149
5 C -1.198 0.805 -1.352  H1 0.997, C7 1.317, H12 1.089
6 C 0.700 -1.547 1.070  C3 1.402, N8 1.154
7 C -0.932 -0.204 -0.549  C3 1.495, C5 1.317, H10 1.017
8 N 0.903 -2.546 1.612  C6 1.154, H9 1.019
9 H 1.411 -3.202 2.202  N8 1.019
10 H -1.580 -0.980 -0.438  C7 1.017
11 H 1.483 0.620 1.761  C4 1.149
12 H -0.443 1.576 -1.497  C5 1.089


ORCA calculation (ωB97M-V/def2-TZVPD) on a cluster of 3 separate species, C3H10O4 in total in a non-equilibrium geometry.

Results
Energy above the lowest of the compared OMol25 structures with the same formula, charge and spin   56.8 kcal per mole
DFT total energy   -11461.288 eV
Highest occupied orbital energy   -9.33 eV
SMILES   O=CCCO.O.O
Maximum force   3.8 eV Å⁻¹
Net charge   0

Bonds (Å) are listed after each position.
Geometry (Å):
1 C -1.858 0.799 -0.577  H5 1.126, C13 1.501, C16 1.547, H17 1.093
2 O 0.434 1.373 -0.118  H3 1.003, C16 1.421
3 H 0.850 0.579 -0.567  O2 1.003
4 O 1.988 -0.587 -1.266  H8 0.972, H10 1.003
5 H -2.651 1.409 -1.094  C1 1.126
6 H 2.612 -2.549 1.905  O11 0.985
7 H -1.156 0.310 1.367  C13 1.184
8 H 1.803 -1.426 -0.810  O4 0.972
9 H 2.099 -3.830 2.369  O11 0.967
10 H 2.866 -0.231 -0.937  O4 1.003
11 O 1.954 -2.892 2.553  H6 0.985, H9 0.967
12 O -3.107 1.188 1.502  C13 1.240
13 C -2.183 0.644 0.880  C1 1.501, H7 1.184, O12 1.240
14 H -0.713 2.655 -1.180  C16 1.049
15 H -0.411 1.132 -1.962  C16 1.074
16 C -0.627 1.620 -1.031  C1 1.547, O2 1.421, H14 1.049, H15 1.074
17 H -1.901 -0.193 -1.034  C1 1.093


ORCA calculation (ωB97M-V/def2-TZVPD) on a cluster of 5 separate species, C14H29BCl3F3N2O6P2 in total in a non-equilibrium geometry.

Results
DFT total energy   -95226.439 eV
Highest occupied orbital energy   -5.96 eV
Maximum force   1.8 eV Å⁻¹
Net charge   0

Bonds (Å) are listed after each position.
Geometry (Å):
1 H -5.915 -1.728 -1.332  C37 1.076
2 C -0.059 -6.187 1.211  C6 1.538, H21 1.099, H33 1.092, H57 1.091
3 F -1.440 3.267 -2.821  C53 1.332
4 P -1.039 1.382 0.758  O17 1.605, N34 1.711, P59 2.260
5 H -5.683 -4.173 2.233  C24 1.077
6 C -0.408 -4.695 1.069  C2 1.538, C7 1.543, H11 1.114, O20 1.367
7 C -0.753 -4.157 2.474  C6 1.543, H13 1.098, H15 1.093, H40 1.099
8 C -0.018 4.895 -1.907  O51 1.316, O52 1.202, C53 1.536
9 H -0.014 2.084 -1.006  O17 0.974
10 H -4.587 -0.560 0.439  N16 0.999
11 H -1.358 -4.656 0.489  C6 1.114
12 H 3.239 7.279 -2.017  C43 1.089
13 H -1.041 -3.099 2.421  C7 1.098
14 H 3.322 -0.203 1.716  C28 1.083
15 H 0.100 -4.252 3.149  C7 1.093
16 N -4.996 -1.461 0.574  H10 0.999, C37 1.368, C42 1.369
17 O -0.743 1.466 -0.817  P4 1.605, H9 0.974
18 Cl 7.187 -2.321 -2.888  C23 1.761
19 H 4.454 -0.026 0.432  C28 1.080
20 O 0.664 -4.018 0.558  C6 1.367
21 H -0.894 -6.757 1.643  C2 1.099
22 H 5.372 -2.438 -1.415  C23 1.082
23 C 6.191 -1.744 -1.554  Cl18 1.761, H22 1.082, Cl25 1.766, Cl32 1.766
24 C -5.577 -3.376 1.516  H5 1.077, C31 1.420, C42 1.368
25 Cl 5.508 -0.158 -1.923  C23 1.766
26 H 1.888 7.458 -3.152  C43 1.090
27 H 2.364 1.791 -0.220  C29 1.083
28 C 3.413 0.114 0.685  H14 1.083, H19 1.080, C29 1.532, O56 1.428
29 C 3.141 1.612 0.513  H27 1.083, C28 1.532, H39 1.087, H46 1.078
30 F -2.273 4.559 -1.280  C53 1.349
31 C -6.100 -3.340 0.196  C24 1.420, C37 1.368, H47 1.077
32 Cl 7.123 -1.682 -0.056  C23 1.766
33 H 0.809 -6.325 1.859  C2 1.092
34 N -2.562 0.603 0.784  P4 1.711, H48 1.019, H60 1.017
35 F -1.927 5.331 -3.281  C53 1.339
36 C 1.333 6.689 -1.221  C43 1.513, H49 1.087, O51 1.445, H55 1.089
37 C -5.726 -2.146 -0.359  H1 1.076, N16 1.368, C31 1.368
38 H 1.120 0.365 2.491  P59 1.397
39 H 2.749 1.993 1.452  C29 1.087
40 H -1.597 -4.699 2.922  C7 1.099
41 H 0.808 -2.500 -0.870  O44 0.992
42 C -4.904 -2.203 1.720  N16 1.369, C24 1.368, H45 1.077
43 C 2.311 6.830 -2.368  H12 1.089, H26 1.090, C36 1.513, H50 1.089
44 O 0.615 -1.527 -0.893  H41 0.992, B58 1.319
45 H -4.367 -1.836 2.578  C42 1.077
46 H 4.046 2.154 0.292  C29 1.078
47 H -6.681 -4.104 -0.290  C31 1.077
48 H -3.117 1.050 0.056  N34 1.019
49 H 1.125 7.661 -0.782  C36 1.087
50 H 2.542 5.863 -2.812  C43 1.089
51 O 0.055 6.187 -1.674  C8 1.316, C36 1.445
52 O 0.860 4.087 -1.770  C8 1.202
53 C -1.441 4.510 -2.342  F3 1.332, C8 1.536, F30 1.349, F35 1.339
54 H -0.397 -1.309 2.069  P59 1.406
55 H 1.723 6.048 -0.432  C36 1.089
56 O 2.674 -0.703 -0.224  C28 1.428, B58 1.342
57 H 0.166 -6.621 0.236  C2 1.091
58 B 1.361 -0.888 -0.013  O44 1.319, O56 1.342, P59 1.945
59 P 0.336 -0.247 1.511  P4 2.260, H38 1.397, H54 1.406, B58 1.945
60 H -2.982 0.861 1.674  N34 1.017